# 1
Molecular formula: C4H9N
Method: DFT, wB97M-V/def2-TZVPD

- Structure (SMILES): C=NC.C=C
- Energy above the lowest of the compared OMol25 structures with the same formula, charge and spin: 51.0 kcal per mole
- LUMO: 1.19 eV

Each line ends with the natural charge from an NBO analysis.
Atoms and positions in Å:
C  2.696  1.763  -0.284  -0.41
H  3.568  1.568  0.330  0.19
H  -0.274  0.816  0.761  0.18
N  -1.087  -0.891  0.022  -0.39
H  2.565  2.775  -0.647  0.20
H  -2.744  -1.602  1.082  0.17
C  1.990  0.759  -0.778  -0.38
H  -1.755  -2.818  0.294  0.21
H  0.982  0.884  -1.169  0.19
H  -2.855  -1.826  -0.707  0.21
C  -1.154  0.184  0.668  -0.06
H  -2.052  0.480  1.228  0.13
C  -2.199  -1.833  0.160  -0.44
H  2.319  -0.259  -0.960  0.20

# 2
Molecular formula: C4H9N
Method: DFT, wB97M-V/def2-TZVPD

- Energy above the lowest of the compared OMol25 structures with the same formula, charge and spin: 114.4 kcal per mole
- LUMO: 1.17 eV

Each line ends with the natural charge from an NBO analysis.
Atoms and positions in Å:
H  -1.711  -0.382  -1.447  0.20
N  -0.919  0.140  0.393  -0.30
H  -0.052  -1.453  1.503  0.18
H  -0.094  1.331  2.048  0.22
H  -0.067  1.572  -1.047  -0.06
H  2.230  -1.259  0.310  0.22
C  0.015  0.774  1.126  -0.17
H  -2.207  1.273  -0.752  0.20
C  0.230  -0.664  0.799  -0.06
C  1.280  -1.085  -0.207  -0.64
H  0.996  -2.019  -0.706  0.21
C  -1.518  0.434  -0.756  -0.23
H  1.441  -0.313  -0.964  0.23
H  0.375  1.652  -0.299  0.00

# 3
Molecular formula: C4H9N
Method: DFT, wB97M-V/def2-TZVPD

- Structure (SMILES): C/C=C/CN
- Energy above the lowest of the compared OMol25 structures with the same formula, charge and spin: 23.3 kcal per mole
- LUMO: 1.16 eV

Each line ends with the natural charge from an NBO analysis.
Atoms and positions in Å:
H  -2.062  0.435  0.507  0.20
H  2.111  -0.953  2.065  0.22
H  2.602  0.366  0.942  0.22
C  1.942  -0.491  1.098  -0.65
H  -1.554  1.779  -0.713  0.20
H  -1.557  0.140  -2.350  0.35
H  2.470  -1.124  0.347  0.21
C  -1.465  0.769  -0.333  -0.26
H  0.610  1.480  -0.151  0.19
C  0.523  -0.459  0.640  -0.18
H  -1.635  -1.060  -1.339  0.35
N  -1.948  -0.098  -1.441  -0.83
H  -0.037  -1.387  0.692  0.19
C  0.000  0.601  0.035  -0.21

# 4
Molecular formula: C4H9N
Method: DFT, wB97M-V/def2-TZVPD

- Structure (SMILES): C/C=C/CN
- Energy above the lowest of the compared OMol25 structures with the same formula, charge and spin: 40.3 kcal per mole
- LUMO: 1.22 eV

Each line ends with the natural charge from an NBO analysis.
Atoms and positions in Å:
N  2.307  0.467  0.559  -0.86
H  -2.658  0.643  -1.470  0.21
H  2.221  0.747  1.547  0.38
H  1.677  -1.530  0.642  0.16
C  -2.401  0.292  -0.460  -0.66
C  1.485  -0.631  0.111  -0.23
H  -0.643  1.094  -1.283  0.19
H  1.542  -0.743  -0.973  0.20
C  -0.053  -0.395  0.410  -0.25
H  3.199  0.402  0.127  0.37
H  -2.584  -0.758  -0.258  0.22
H  -2.711  1.073  0.255  0.22
C  -0.850  0.323  -0.382  -0.14
H  -0.531  -0.984  1.176  0.19

# 5
Molecular formula: C4H9N
Method: DFT, wB97M-V/def2-TZVPD

- Structure (SMILES): C[C@H]1CN1C
- Energy above the lowest of the compared OMol25 structures with the same formula, charge and spin: 29.0 kcal per mole
- LUMO: 1.23 eV

Each line ends with the natural charge from an NBO analysis.
Atoms and positions in Å:
C  0.319  0.694  -0.086  -0.07
C  0.550  0.976  -1.555  -0.61
C  -1.089  0.542  0.392  -0.25
N  -0.243  -0.595  0.189  -0.43
H  -0.167  0.387  -2.138  0.22
H  -0.683  -2.328  1.178  0.20
H  0.393  2.034  -1.787  0.21
H  1.557  0.690  -1.876  0.21
H  1.002  -2.145  0.681  0.20
C  0.149  -1.617  1.119  -0.40
H  -1.875  0.634  -0.355  0.19
H  0.418  -1.319  2.146  0.17
H  1.025  1.152  0.615  0.18
H  -1.361  0.903  1.386  0.19

# 6
Molecular formula: C4H9N
Method: DFT, wB97M-V/def2-TZVPD

- Structure (SMILES): C=CN.C=C
- Energy above the lowest of the compared OMol25 structures with the same formula, charge and spin: 39.2 kcal per mole
- LUMO: 0.90 eV

Each line ends with the natural charge from an NBO analysis.
Atoms and positions in Å:
N  1.057  2.025  -0.011  -0.82
H  -0.710  1.336  0.898  0.19
H  -1.337  -4.204  -0.167  0.20
C  -0.217  2.210  0.506  0.01
H  -0.021  -3.741  1.081  0.19
H  -1.735  3.542  1.117  0.21
C  -0.359  -3.798  0.045  -0.39
H  1.341  -2.637  -0.575  0.19
C  0.372  -3.070  -0.790  -0.38
H  -0.356  4.214  0.007  0.19
C  -0.835  3.403  0.546  -0.53
H  0.082  -2.970  -1.833  0.18
H  1.555  2.649  -0.623  0.39
H  1.163  1.042  -0.200  0.37

# 7
Molecular formula: C4H9N
Method: DFT, wB97M-V/def2-TZVPD

- Structure (SMILES): C=CCNC
- Energy above the lowest of the compared OMol25 structures with the same formula, charge and spin: 41.9 kcal per mole
- LUMO: 1.17 eV

Each line ends with the natural charge from an NBO analysis.
Atoms and positions in Å:
H  2.050  1.115  -0.176  0.36
H  -0.225  2.093  -0.283  0.22
H  2.492  -1.301  -0.419  0.21
H  -0.024  1.231  1.234  0.17
N  1.281  0.516  -0.357  -0.62
C  1.611  -0.768  0.096  -0.42
C  -0.008  1.027  0.083  -0.27
H  1.550  -0.882  1.148  0.16
H  -2.620  -0.027  0.947  0.18
H  -0.803  -0.373  -1.260  0.19
H  -2.719  -1.149  -0.422  0.20
C  -2.215  -0.324  0.027  -0.37
H  0.718  -1.348  -0.195  0.19
C  -1.089  0.189  -0.421  -0.20

# 8
Molecular formula: C4H9N
Method: DFT, wB97M-V/def2-TZVPD

- Structure (SMILES): CC(C)=CN
- Energy above the lowest of the compared OMol25 structures with the same formula, charge and spin: 11.6 kcal per mole
- LUMO: 1.08 eV

Each line ends with the natural charge from an NBO analysis.
Atoms and positions in Å:
H  1.136  -1.582  -0.312  0.21
C  0.142  0.232  0.082  -0.07
H  0.210  2.391  -0.220  0.21
C  0.897  -0.945  0.559  -0.66
H  -2.619  -1.053  -0.351  0.37
H  0.226  -1.553  1.200  0.22
C  -1.068  0.211  -0.483  -0.02
H  1.158  1.868  1.111  0.20
H  1.859  -0.871  1.051  0.23
H  -1.197  -1.877  -0.697  0.37
C  0.857  1.570  0.086  -0.62
H  1.758  1.543  -0.528  0.21
H  -1.658  1.086  -0.713  0.19
N  -1.702  -1.021  -0.786  -0.84

# 9
Molecular formula: C4H9N
Method: DFT, wB97M-V/def2-TZVPD

- Structure (SMILES): NC1CCC1
- Energy above the lowest of the compared OMol25 structures with the same formula, charge and spin: 19.7 kcal per mole
- LUMO: 1.24 eV

Each line ends with the natural charge from an NBO analysis.
Atoms and positions in Å:
H  -2.235  0.006  0.967  0.21
H  -0.591  -1.966  -0.631  0.21
C  -0.489  -1.086  0.052  -0.41
H  -0.666  1.960  -0.627  0.21
H  2.603  0.507  -0.277  0.36
N  1.870  -0.140  0.143  -0.82
C  -0.472  1.118  0.029  -0.42
H  -0.146  1.557  1.012  0.19
H  0.575  -0.064  -1.453  0.18
H  1.775  0.280  1.134  0.34
H  -0.303  -1.439  1.090  0.20
H  -2.133  0.028  -0.846  0.20
C  0.526  -0.007  -0.396  -0.04
C  -1.560  -0.006  0.086  -0.40

# 10
Molecular formula: C4H9N
Method: DFT, wB97M-V/def2-TZVPD

- Structure (SMILES): NC1CCC1
- Energy above the lowest of the compared OMol25 structures with the same formula, charge and spin: 18.3 kcal per mole
- LUMO: 1.28 eV

Each line ends with the natural charge from an NBO analysis.
Atoms and positions in Å:
H  -0.038  -1.358  -1.022  0.20
H  -0.611  2.076  0.546  0.21
C  -1.496  -0.006  -0.032  -0.40
H  -2.108  -0.069  0.866  0.20
N  1.978  0.136  -0.047  -0.84
H  -0.123  1.433  -0.986  0.20
C  0.610  0.061  0.492  -0.04
H  1.873  0.267  -1.098  0.34
C  -0.403  1.112  -0.004  -0.40
H  -2.161  -0.093  -0.880  0.20
H  0.694  0.110  1.554  0.19
H  -0.462  -1.900  0.617  0.20
H  2.593  -0.733  0.017  0.36
C  -0.346  -1.037  -0.022  -0.42

# 11
Molecular formula: C4H9N
Method: DFT, wB97M-V/def2-TZVPD

- Structure (SMILES): C/C=C/NC
- Energy above the lowest of the compared OMol25 structures with the same formula, charge and spin: 71.6 kcal per mole
- LUMO: 1.05 eV

Each line ends with the natural charge from an NBO analysis.
Atoms and positions in Å:
C  0.500  1.200  0.410  -0.26
H  -1.386  0.458  0.246  0.17
H  0.512  -2.094  -0.478  0.17
C  -0.372  -1.868  -0.873  -0.39
H  1.185  1.888  -0.123  0.18
C  0.652  1.074  1.876  -0.65
H  -1.108  -1.921  -0.035  0.20
H  1.295  1.870  2.263  0.22
C  -0.440  0.396  -0.282  0.00
N  -0.408  -0.446  -1.345  -0.63
H  0.996  0.007  2.199  0.21
H  -0.623  -2.620  -1.567  0.20
H  -0.394  1.095  2.071  0.22
H  0.339  -0.377  -1.944  0.36

# 12
Molecular formula: C4H9N
Method: DFT, wB97M-V/def2-TZVPD

- Structure (SMILES): C=C(C)CN
- Energy above the lowest of the compared OMol25 structures with the same formula, charge and spin: 37.6 kcal per mole
- LUMO: 1.01 eV

Each line ends with the natural charge from an NBO analysis.
Atoms and positions in Å:
H  2.388  0.247  -0.994  0.36
C  -0.400  0.259  0.062  0.01
H  -1.347  1.970  0.025  0.19
H  -2.232  -0.751  1.111  0.21
H  0.673  -1.259  -0.769  0.18
C  0.877  -0.598  0.073  -0.26
H  0.830  -1.365  0.938  0.19
C  -1.770  -0.501  -0.040  -0.64
C  -0.340  1.514  0.048  -0.43
H  -2.561  0.195  -0.406  0.22
H  0.567  1.949  0.168  0.22
H  2.949  -0.423  0.390  0.37
H  -1.774  -1.409  -0.655  0.22
N  2.141  0.172  0.049  -0.84

# 13
Molecular formula: C4H9N
Method: DFT, wB97M-V/def2-TZVPD

- Structure (SMILES): C/C=C\CN
- Energy above the lowest of the compared OMol25 structures with the same formula, charge and spin: 27.5 kcal per mole
- LUMO: 1.11 eV

Each line ends with the natural charge from an NBO analysis.
Atoms and positions in Å:
C  -0.492  -0.033  -1.292  -0.16
H  -1.578  1.617  -0.266  0.22
H  -0.531  0.267  1.530  0.20
H  -0.588  -1.489  1.557  0.20
H  0.046  1.896  -0.859  0.22
H  0.806  -1.525  -0.640  0.20
C  -0.905  1.419  -1.096  -0.66
H  -1.287  1.759  -2.054  0.22
N  1.287  -0.490  1.720  -0.83
H  -0.380  -0.361  -2.310  0.19
C  0.009  -0.843  -0.360  -0.22
H  1.733  -1.381  1.946  0.35
H  1.957  -0.205  1.007  0.35
C  -0.077  -0.630  1.118  -0.27

# 14
Molecular formula: C4H9N
Method: DFT, wB97M-V/def2-TZVPD

- Structure (SMILES): C=CC.C=N
- Energy above the lowest of the compared OMol25 structures with the same formula, charge and spin: 51.1 kcal per mole
- LUMO: 0.83 eV

Each line ends with the natural charge from an NBO analysis.
Atoms and positions in Å:
C  -0.943  1.376  3.756  -0.04
H  -0.980  -0.327  4.446  0.33
C  0.021  -0.284  -1.984  -0.17
H  0.206  -2.434  -1.908  0.19
N  -0.878  0.636  4.788  -0.60
H  -1.484  1.075  2.852  0.14
H  1.550  -0.887  -3.293  0.21
C  1.229  0.043  -2.817  -0.65
H  -0.354  2.305  3.741  0.16
H  -0.624  0.541  -1.685  0.19
H  1.127  0.784  -3.606  0.21
H  -0.749  -1.646  -0.585  0.19
C  -0.201  -1.514  -1.513  -0.41
H  2.078  0.334  -2.192  0.22

# 15
Molecular formula: C4H9N
Method: DFT, wB97M-V/def2-TZVPD

- Structure (SMILES): CN1C=C1.C
- Energy above the lowest of the compared OMol25 structures with the same formula, charge and spin: 87.8 kcal per mole
- LUMO: 1.16 eV

Each line ends with the natural charge from an NBO analysis.
Atoms and positions in Å:
H  -1.523  -0.614  -0.314  0.23
H  2.656  -0.861  -0.773  0.20
H  -3.135  0.109  0.009  0.20
N  0.743  -0.402  -0.042  -0.45
C  0.182  0.459  1.039  -0.07
C  -2.293  0.060  -0.686  -0.85
C  0.626  -0.677  1.413  -0.07
H  1.998  0.703  -1.300  0.20
C  2.087  0.017  -0.451  -0.43
H  0.822  -1.488  2.094  0.23
H  -2.630  -0.302  -1.659  0.21
H  -1.857  1.056  -0.808  0.20
H  2.630  0.522  0.363  0.17
H  -0.306  1.416  1.115  0.24

# 16
Molecular formula: C4H9N2
Method: DFT, wB97M-V/def2-TZVPD

- Charge: +1
- Energy above the lowest of the compared OMol25 structures with the same formula, charge and spin: 105.4 kcal per mole
- LUMO (alpha / beta): -4.61 / -4.61 eV

Each line ends with the natural charge from an NBO analysis.
Atoms and positions in Å:
C  1.915  -0.430  0.941  -0.45
N  -3.595  0.650  -0.010  -0.68
H  1.313  -1.315  1.157  0.21
H  -3.990  0.720  -0.868  0.42
H  0.849  1.244  -1.832  0.18
C  1.626  0.963  -1.007  0.02
H  1.889  0.007  2.079  0.23
H  2.646  1.346  -1.212  0.19
C  -1.393  -0.766  0.094  -0.48
H  -0.389  -0.218  -0.127  0.35
H  -1.196  -1.804  0.456  0.31
H  -4.241  0.923  0.710  0.45
C  -2.508  -0.074  0.130  0.48
H  2.968  -0.637  0.576  0.22
N  1.172  0.364  0.019  -0.46

# 17
Molecular formula: C4H9N2
Method: DFT, wB97M-V/def2-TZVPD

- Charge: +1
- Structure (SMILES): NCC[N+]1=CC1
- Energy above the lowest of the compared OMol25 structures with the same formula, charge and spin: 108.9 kcal per mole
- LUMO (alpha / beta): -5.17 / -5.17 eV

Each line ends with the natural charge from an NBO analysis.
Atoms and positions in Å:
N  -0.861  -0.011  -0.822  -0.18
C  -2.076  -0.211  -0.456  0.22
H  0.161  0.480  1.294  0.20
C  0.753  -0.261  0.982  -0.16
C  -1.729  1.219  -0.734  -0.21
H  0.559  -1.373  -0.990  0.23
H  -1.557  2.020  0.046  0.25
H  1.114  0.226  -1.112  0.23
H  2.649  -1.068  0.581  0.38
H  2.690  0.491  1.233  0.39
H  -2.030  1.608  -1.717  0.24
H  -2.572  -1.182  -0.299  0.28
C  0.486  -0.414  -0.636  -0.24
H  0.265  -1.195  1.421  0.20
N  2.147  -0.329  1.207  -0.81

# 18
Molecular formula: C4H9N2
Method: DFT, wB97M-V/def2-TZVPD

- Charge: +1
- Energy above the lowest of the compared OMol25 structures with the same formula, charge and spin: 122.7 kcal per mole
- LUMO (alpha / beta): -4.08 / -4.89 eV

Each line ends with the natural charge from an NBO analysis.
Atoms and positions in Å:
C  -1.124  0.307  -0.569  -0.71
H  1.975  -1.441  -0.300  0.28
H  0.611  -1.636  -1.611  0.30
H  -1.637  -0.460  -0.954  0.25
H  -1.308  1.218  -1.155  0.25
C  0.113  -2.064  0.364  0.43
H  2.002  0.896  0.770  0.44
C  0.895  -1.241  -0.598  -0.60
H  0.604  1.011  1.613  0.45
H  -0.702  -2.642  1.901  0.42
H  -1.637  0.290  0.357  0.24
C  0.365  0.136  -0.513  0.18
N  -0.756  -1.894  1.205  -0.64
H  1.125  1.962  0.054  0.47
N  0.984  1.058  0.566  -0.77

# 19
Molecular formula: C4H9N2
Method: DFT, wB97M-V/def2-TZVPD

- Charge: +1
- Structure (SMILES): CC/[NH+]=C1/CN1
- Energy above the lowest of the compared OMol25 structures with the same formula, charge and spin: 99.2 kcal per mole
- LUMO: -3.95 eV

Each line ends with the natural charge from an NBO analysis.
Atoms and positions in Å:
H  2.324  0.841  -0.765  0.22
H  1.820  -0.514  1.175  0.24
C  -2.925  0.716  0.115  -0.15
H  -3.623  0.647  1.010  0.24
H  2.110  -0.802  -1.474  0.24
H  0.867  0.394  -1.585  0.21
H  -2.480  -1.400  -0.496  0.45
C  -1.154  0.215  0.151  0.58
N  -2.133  -0.423  -0.392  -0.54
C  1.082  -0.481  0.380  -0.23
N  -0.015  0.363  0.737  -0.52
C  1.640  -0.070  -0.946  -0.61
H  -3.124  1.549  -0.487  0.22
H  0.631  -1.492  0.255  0.20
H  0.379  1.297  1.064  0.45

# 20
Molecular formula: C4H9N2
Method: DFT, wB97M-V/def2-TZVPD

- Charge: +1
- Energy above the lowest of the compared OMol25 structures with the same formula, charge and spin: 99.5 kcal per mole
- LUMO: -4.55 eV

Each line ends with the natural charge from an NBO analysis.
Atoms and positions in Å:
H  0.560  0.790  -2.353  0.25
C  -0.029  0.645  -0.314  0.50
H  0.198  -0.975  -1.284  0.42
C  -0.341  -2.153  0.202  0.35
H  -1.179  1.002  -2.063  0.28
H  -0.417  0.885  1.761  0.24
C  -0.104  1.225  -1.701  -0.69
H  1.174  -2.628  1.852  0.44
C  -0.118  1.552  0.967  -0.69
N  0.311  -2.726  1.165  -0.74
H  -0.809  2.435  0.843  0.27
H  -0.118  -3.604  1.434  0.43
N  0.019  -0.711  -0.281  -0.58
H  0.857  1.967  1.178  0.27
H  -0.003  2.295  -1.406  0.26